# 1
A structure of composition C24H30N2OS6V. Source: the Open Molecules 2025 dataset; level of theory: wB97M-V/def2-TZVPD.

Geometry (Å):
V (0.19080, 0.46618, 0.81227)
C (3.18112, 1.78393, 3.09549)
C (4.10328, 0.59400, 3.29951)
S (3.93550, -0.68800, 2.04136)
C (4.58025, 0.16615, 0.57783)
C (3.72513, -0.06934, -0.66120)
S (2.16272, 0.82892, -0.81141)
C (2.66302, 2.56241, -0.74012)
C (1.39757, 3.40709, -0.82835)
S (0.15729, 3.02824, 0.44059)
C (0.93767, 3.76737, 1.91140)
C (0.68115, 2.90593, 3.14002)
S (1.44403, 1.26799, 3.04392)
H (3.45156, 2.31714, 2.18404)
H (3.29204, 2.47986, 3.93065)
H (3.86309, 0.08895, 4.23620)
H (5.13718, 0.93713, 3.36818)
H (5.58210, -0.21111, 0.36591)
H (4.68354, 1.23103, 0.78696)
H (3.42020, -1.11542, -0.72831)
H (4.30116, 0.16542, -1.55806)
H (3.31677, 2.79250, -1.58346)
H (3.20593, 2.77592, 0.18045)
H (0.88987, 3.23515, -1.77738)
H (1.63352, 4.46978, -0.76711)
H (0.51117, 4.76041, 2.05615)
H (2.00624, 3.88339, 1.73250)
H (-0.38227, 2.70291, 3.26060)
H (1.03817, 3.41530, 4.03655)
C (-1.41041, 1.46109, -1.82641)
C (-1.45852, 0.64633, -0.55412)
N (-0.74583, -0.51100, -0.55555)
N (-1.28042, -1.77877, -0.38914)
C (-0.52126, -2.49687, 0.34555)
S (0.83666, -1.82338, 1.20009)
S (-0.79562, -4.22071, 0.54588)
C (-2.09967, -4.48154, -0.66946)
C (-1.72765, -4.32252, -2.12840)
C (-0.44598, -4.01782, -2.56357)
C (-0.17319, -3.88705, -3.91936)
C (-1.17790, -4.05888, -4.85845)
C (-2.46451, -4.35983, -4.43138)
C (-2.73325, -4.48736, -3.07831)
C (-2.66391, 0.77159, 0.31486)
C (-3.97236, 0.85857, -0.13967)
C (-5.02871, 0.93101, 0.75900)
C (-4.77172, 0.91442, 2.12421)
C (-3.47075, 0.83878, 2.59942)
C (-2.41469, 0.78106, 1.69540)
O (-1.13709, 0.71257, 2.11656)
H (-0.45552, 1.30216, -2.33116)
H (-1.58258, 2.52669, -1.65748)
H (-2.18803, 1.11449, -2.51522)
H (-2.91702, -3.80106, -0.43037)
H (-2.45133, -5.49879, -0.48422)
H (0.34208, -3.87683, -1.83486)
H (0.83274, -3.64694, -4.24091)
H (-0.96310, -3.95666, -5.91452)
H (-3.26059, -4.49310, -5.15318)
H (-3.74173, -4.71506, -2.75012)
H (-4.17050, 0.85248, -1.20518)
H (-6.04690, 0.99056, 0.39750)
H (-5.59460, 0.95987, 2.82690)
H (-3.25598, 0.82326, 3.66047)

Properties
Kohn-Sham gap (alpha / beta) = 6.84 / 6.68 eV
Charge = 0
2S+1 = 2
Lowest unoccupied orbital energy (alpha / beta) = -0.1192 / -0.1187 eV

For reference, the Mulliken charges in units of e are: number 1, V, carries 0.041; number 2, C, carries -0.433; number 3, C, carries -0.986; number 4, S, carries -0.004; number 5, C, carries -0.697; number 6, C, carries -0.932; number 7, S, carries 0.316; number 8, C, carries -0.768; number 9, C, carries -0.963; number 10, S, carries 0.229; number 11, C, carries -0.912; number 12, C, carries -0.791; number 13, S, carries 0.175; number 14, H, carries 0.018; number 15, H, carries 0.472; number 16, H, carries 0.415; number 17, H, carries 0.452; number 18, H, carries 0.481; number 19, H, carries 0.330; number 20, H, carries 0.441; number 21, H, carries 0.477; number 22, H, carries 0.529; number 23, H, carries 0.197; number 24, H, carries 0.402; number 25, H, carries 0.550; number 26, H, carries 0.502; number 27, H, carries 0.417; number 28, H, carries 0.339; number 29, H, carries 0.594; number 30, C, carries -1.792; number 31, C, carries 0.913; number 32, N, carries 0.010; number 33, N, carries -0.499; number 34, C, carries 0.130; number 35, S, carries -0.642; number 36, S, carries -0.169; number 37, C, carries -0.907; number 38, C, carries 0.636; number 39, C, carries -0.098; number 40, C, carries -0.785; number 41, C, carries -0.403; number 42, C, carries -0.506; number 43, C, carries -0.515; number 44, C, carries 0.847; number 45, C, carries -0.676; number 46, C, carries -0.809; number 47, C, carries -0.495; number 48, C, carries -0.811; number 49, C, carries 0.557; number 50, O, carries -0.414; number 51, H, carries 0.358; number 52, H, carries 0.304; number 53, H, carries 0.521; number 54, H, carries 0.342; number 55, H, carries 0.492; number 56, H, carries 0.426; number 57, H, carries 0.369; number 58, H, carries 0.375; number 59, H, carries 0.369; number 60, H, carries 0.386; number 61, H, carries 0.350; number 62, H, carries 0.392; number 63, H, carries 0.395; number 64, H, carries 0.459



# 2
A structure of composition C24H30N2P2PdS in a non-equilibrium geometry. Source: the Open Molecules 2025 dataset; level of theory: wB97M-V/def2-TZVPD.

Geometry (Å):
C (1.63835, -3.69126, -1.56332)
C (0.85266, -2.54845, -1.47083)
C (0.04060, -2.35082, -0.31503)
C (0.08762, -3.31546, 0.74952)
C (0.93999, -4.43037, 0.62711)
C (1.70051, -4.61826, -0.51559)
C (-0.72458, -3.08427, 1.90062)
C (-1.90452, -2.30478, 1.71005)
C (-1.97353, -1.43867, 0.56858)
C (-3.18043, -0.74510, 0.25695)
C (-4.26404, -0.86444, 1.12132)
C (-4.18187, -1.65238, 2.27700)
C (-3.02925, -2.36693, 2.56018)
H (2.23802, -3.83328, -2.46357)
H (0.97414, -5.13465, 1.45548)
H (2.35671, -5.48697, -0.60692)
H (-0.77371, -3.85068, 2.67417)
H (-5.17385, -0.31504, 0.88669)
H (-5.04228, -1.70063, 2.94277)
H (-2.96668, -3.01493, 3.43375)
N (-0.80675, -1.26439, -0.16740)
Pd (-0.15499, 0.69369, -0.45833)
C (0.88909, -1.52255, -2.58407)
H (-0.09391, -1.40313, -3.06709)
H (1.63055, -1.81729, -3.33528)
C (-3.29166, 0.12886, -0.97782)
H (-3.03725, -0.43050, -1.89228)
H (-4.30412, 0.53778, -1.06584)
P (1.39763, 0.12708, -1.97295)
P (-2.16606, 1.57200, -0.91738)
C (-2.82560, 2.62833, 0.39925)
H (-2.00782, 3.23906, 0.79984)
H (-3.60957, 3.27913, -0.01355)
H (-3.23523, 2.01775, 1.21105)
C (-2.33483, 2.47099, -2.47682)
H (-3.35801, 2.85735, -2.58261)
H (-1.62557, 3.31041, -2.46728)
H (-2.09386, 1.80932, -3.31799)
C (3.02446, -0.11588, -1.21952)
H (3.69586, -0.63451, -1.91673)
H (3.44158, 0.86557, -0.95984)
H (2.91743, -0.70463, -0.30020)
C (1.60644, 1.18535, -3.41784)
H (2.17984, 2.07001, -3.11395)
H (2.14370, 0.65584, -4.21566)
H (0.62052, 1.50229, -3.78301)
H (0.69299, -2.75340, 3.06532)
H (1.28486, -2.37732, 3.39488)
S (0.58335, 0.99075, 1.81675)
C (1.74202, 2.23352, 1.79965)
N (1.73036, 3.19951, 0.80830)
C (2.64094, 4.22264, 0.74525)
C (3.62553, 4.31410, 1.71005)
C (3.67637, 3.35712, 2.73463)
C (2.74519, 2.33214, 2.77638)
H (1.01298, 3.12046, 0.08217)
H (2.52134, 4.92334, -0.07517)
H (4.33726, 5.13588, 1.66685)
H (4.43814, 3.41933, 3.50704)
H (2.75295, 1.57138, 3.55226)

Properties
Kohn-Sham gap (alpha / beta) = 6.19 / 5.53 eV
Charge = +2
2S+1 = 5
Lowest unoccupied orbital energy (alpha / beta) = -5.6724 / -8.3852 eV

For reference, the Mulliken charges in units of e are: number 1, C, carries -0.931; number 2, C, carries 1.105; number 3, C, carries -0.277; number 4, C, carries 1.614; number 5, C, carries -0.836; number 6, C, carries -0.780; number 7, C, carries -1.889; number 8, C, carries 1.082; number 9, C, carries 0.128; number 10, C, carries 0.646; number 11, C, carries -0.784; number 12, C, carries -0.900; number 13, C, carries -0.874; number 14, H, carries 0.415; number 15, H, carries 0.491; number 16, H, carries 0.416; number 17, H, carries 0.572; number 18, H, carries 0.449; number 19, H, carries 0.418; number 20, H, carries 0.471; number 21, N, carries -0.239; number 22, Pd, carries -0.570; number 23, C, carries -1.226; number 24, H, carries 0.353; number 25, H, carries 0.593; number 26, C, carries -1.149; number 27, H, carries 0.383; number 28, H, carries 0.511; number 29, P, carries 1.316; number 30, P, carries 1.442; number 31, C, carries -1.243; number 32, H, carries 0.299; number 33, H, carries 0.441; number 34, H, carries 0.360; number 35, C, carries -1.225; number 36, H, carries 0.453; number 37, H, carries 0.391; number 38, H, carries 0.333; number 39, C, carries -1.325; number 40, H, carries 0.426; number 41, H, carries 0.417; number 42, H, carries 0.341; number 43, C, carries -1.158; number 44, H, carries 0.384; number 45, H, carries 0.441; number 46, H, carries 0.325; number 47, H, carries 0.001; number 48, H, carries 0.007; number 49, S, carries -0.299; number 50, C, carries 0.478; number 51, N, carries 0.239; number 52, C, carries -0.185; number 53, C, carries -0.611; number 54, C, carries -0.211; number 55, C, carries -0.703; number 56, H, carries -0.057; number 57, H, carries 0.443; number 58, H, carries 0.418; number 59, H, carries 0.429; number 60, H, carries 0.440



# 3
The molecule C24H30N3O4PS in a non-equilibrium geometry. Source: the Open Molecules 2025 dataset; level of theory: wB97M-V/def2-TZVPD.

Geometry (Å):
C (-2.49033, -4.00002, 4.13904)
C (-2.93791, -3.60772, 2.75834)
C (-2.14610, -2.31703, 2.04745)
N (-0.77730, -2.61176, 1.49986)
C (-0.23098, -1.32227, 0.95395)
C (1.32051, -1.39331, 0.33241)
P (2.31514, -3.04055, 0.32367)
O (1.42162, -4.34041, 0.22227)
C (2.10808, -0.06770, -0.27418)
O (3.48691, -0.23295, -0.76021)
C (3.55169, -0.38207, -2.22235)
C (5.17417, -0.34073, -2.61938)
O (5.94775, 0.44834, -1.62676)
C (6.70202, -0.43271, -0.71571)
C (7.71905, 0.48863, 0.20107)
C (1.36860, 1.41760, -0.29502)
C (2.04947, 2.80273, -0.84733)
C (3.39495, 3.38375, -0.05581)
C (4.02865, 4.78003, -0.63279)
N (3.52500, 5.62845, -1.76552)
C (2.31221, 5.08016, -2.46213)
C (1.48474, 3.70762, -2.12148)
C (-0.16631, 1.47076, 0.29820)
S (-1.10106, 3.10754, 0.26696)
C (-0.94330, 0.14020, 0.93049)
N (-2.33489, 0.34321, 1.45585)
C (-2.95071, -0.90231, 2.02968)
C (-4.47709, -0.73130, 2.68034)
C (-5.34662, 0.21611, 1.62543)
C (-6.85243, -0.41074, 1.29713)
C (-6.85354, -0.88460, -0.29785)
O (-6.70427, 0.25372, -1.24029)
C (-6.23182, -0.21277, -2.56191)
H (-1.89508, -5.01924, 4.30989)
H (-2.66645, -3.29760, 5.08363)
H (-3.77384, -4.22687, 2.21569)
H (3.26715, -3.03160, -0.79249)
H (3.10749, -3.16905, 1.53861)
H (2.95060, 0.49743, -2.71984)
H (3.13932, -1.40725, -2.60965)
H (5.25372, 0.24810, -3.63536)
H (5.55304, -1.45163, -2.72361)
H (7.21364, -1.35017, -1.23408)
H (5.89735, -0.89140, 0.03586)
H (7.71359, 0.03022, 1.29204)
H (7.28602, 1.57446, 0.28754)
H (8.78673, 0.47061, -0.29751)
H (3.81618, 2.77717, 0.85902)
H (4.99301, 5.18639, -0.05684)
H (1.87729, 5.73642, -3.36043)
H (0.52862, 3.31705, -2.68661)
H (-2.01350, 3.00930, -0.82581)
H (-5.01420, -1.75110, 2.87893)
H (-4.33497, -0.07268, 3.66349)
H (-4.81984, 0.31627, 0.56431)
H (-5.41117, 1.32866, 2.04530)
H (-7.03984, -1.29916, 2.04366)
H (-7.60944, 0.48869, 1.44451)
H (-5.96647, -1.64005, -0.50363)
H (-7.87732, -1.41901, -0.53743)
H (-5.24787, -0.87139, -2.51040)
H (-7.10296, -0.82456, -3.05323)
H (-5.97673, 0.70408, -3.27891)

Properties
Kohn-Sham gap = 6.64 eV
Charge = 0
Lowest unoccupied orbital energy = -1.7480 eV

For reference, the Mulliken charges in units of e are: number 1, C, carries -0.497; number 2, C, carries -0.497; number 3, C, carries 0.141; number 4, N, carries -0.333; number 5, C, carries 0.265; number 6, C, carries 0.222; number 7, P, carries 0.368; number 8, O, carries -0.641; number 9, C, carries -0.199; number 10, O, carries -0.060; number 11, C, carries -0.236; number 12, C, carries -0.535; number 13, O, carries -0.360; number 14, C, carries -0.052; number 15, C, carries -0.925; number 16, C, carries 0.022; number 17, C, carries 0.297; number 18, C, carries -0.278; number 19, C, carries -0.215; number 20, N, carries -0.453; number 21, C, carries -0.214; number 22, C, carries -0.244; number 23, C, carries -0.118; number 24, S, carries -0.148; number 25, C, carries 0.071; number 26, N, carries -0.404; number 27, C, carries 0.146; number 28, C, carries -0.464; number 29, C, carries -0.434; number 30, C, carries -0.594; number 31, C, carries -0.516; number 32, O, carries -0.305; number 33, C, carries -0.576; number 34, H, carries 0.246; number 35, H, carries 0.235; number 36, H, carries 0.347; number 37, H, carries 0.051; number 38, H, carries 0.104; number 39, H, carries 0.265; number 40, H, carries 0.314; number 41, H, carries 0.293; number 42, H, carries 0.284; number 43, H, carries 0.302; number 44, H, carries 0.084; number 45, H, carries 0.297; number 46, H, carries 0.230; number 47, H, carries 0.271; number 48, H, carries 0.287; number 49, H, carries 0.279; number 50, H, carries 0.277; number 51, H, carries 0.301; number 52, H, carries 0.170; number 53, H, carries 0.369; number 54, H, carries 0.228; number 55, H, carries 0.271; number 56, H, carries 0.338; number 57, H, carries 0.332; number 58, H, carries 0.260; number 59, H, carries 0.262; number 60, H, carries 0.334; number 61, H, carries 0.253; number 62, H, carries 0.256; number 63, H, carries 0.225